Molecular formula: C3H8N2S2
Method: DFT, ωB97M-V with the def2-TZVPD basis set

orbital gap: 7.9 eV
F_max: 5.89 eV/A
lowest unoccupied orbital energy: -0.40 eV
E: -27882.340 eV
energy relative to the best compared isomer or geometry (same formula, charge and spin): 215.8 kcal/mol
total charge: 0

Each line ends with the natural charge from an NBO analysis.
Geometry (Å):
C (-2.5146, 1.5049, -1.3210)  -0.81
C (0.4278, -0.5011, 0.7875)  0.40
C (0.0212, -0.5014, 2.2858)  -0.72
H (-3.0413, 2.9506, -0.4249)  0.22
H (-1.2974, 1.6598, -1.8598)  0.27
H (-3.6027, 0.8050, -2.1485)  0.27
H (0.2844, 0.7055, 2.6961)  0.27
H (-1.1390, -0.7408, 2.1963)  0.25
H (0.7101, -1.2685, 2.9654)  0.25
H (1.9814, -1.7753, 0.8773)  0.37
H (0.8410, -0.7475, -1.6345)  0.18
N (-0.3214, -0.1325, -0.2729)  -0.68
N (1.8912, -0.6346, 0.5327)  -0.74
S (-1.8401, 0.5912, 0.1964)  0.34
S (2.2569, -0.5433, -1.1339)  0.11